No. 1
Below is C37H29F6N5PS2SbW as an isolated structure, with properties calculated with ωB97M-V with the def2-TZVPD basis set.

Geometry as XYZ:
```
82
Properties=species:S:1:pos:R:3:forces:R:3
W -0.55803 0.43057 -0.97318 -0.393 0.102 -0.029
N 2.75473 3.07980 -0.38948 -0.182 -0.165 -0.043
C 3.64007 2.04792 -0.64125 0.054 -0.077 0.028
C 5.02178 2.08407 -0.76830 -0.011 -0.132 -0.041
C 5.64707 0.88396 -1.02544 -0.058 0.045 0.015
C 4.90242 -0.29731 -1.13663 -0.013 0.018 0.011
C 3.52861 -0.32059 -0.99984 -0.039 0.076 -0.044
C 2.86755 0.88623 -0.75406 0.005 -0.034 -0.001
N 1.50202 1.24582 -0.56436 0.053 0.049 -0.050
C 1.52962 2.56665 -0.37145 0.023 0.100 0.195
C 0.30448 3.31089 -0.26047 -0.010 0.176 0.028
C 0.06218 4.63260 -0.06293 -0.036 -0.310 -0.157
S -1.60004 4.94448 -0.29114 0.025 -0.079 0.019
C -1.88766 3.31608 -0.58777 0.112 -0.093 -0.009
N -0.80999 2.54616 -0.52426 0.012 0.201 -0.097
H 2.98633 4.05973 -0.33841 0.002 0.039 0.021
H 5.57406 3.00763 -0.68002 0.038 0.059 0.012
H 6.72004 0.85205 -1.14231 0.041 -0.007 -0.003
H 5.41987 -1.22530 -1.33224 0.022 -0.037 -0.012
H 3.02899 -1.26961 -1.06512 0.080 0.007 0.016
H 0.75537 5.42653 0.15267 0.068 0.060 0.029
H -2.86677 2.94579 -0.83486 -0.057 -0.030 -0.018
S -4.94021 0.19011 0.16731 0.125 -0.017 0.011
C -4.14746 1.06388 1.42389 0.303 0.042 -0.092
C -2.81377 1.19509 1.20039 -0.389 -0.096 0.027
C -2.37824 0.52650 0.00279 0.157 0.144 -0.298
C -3.47690 -0.04362 -0.64139 -0.014 -0.139 -0.044
C -3.28570 -0.71608 -1.91223 0.062 -0.098 -0.110
C -4.27188 -1.26716 -2.70497 0.249 0.112 0.132
C -3.91799 -1.81685 -3.93468 0.207 0.021 -0.041
C -2.59331 -1.77088 -4.33465 -0.133 -0.042 0.144
C -1.65577 -1.19627 -3.49136 -0.079 -0.086 0.208
N -1.97410 -0.70238 -2.28183 -0.203 -0.125 -0.128
H -4.72725 1.44433 2.24839 -0.040 0.045 0.063
H -2.16168 1.74459 1.85847 0.006 0.050 0.009
H -5.30308 -1.24800 -2.38131 -0.030 0.005 0.016
H -4.67329 -2.24859 -4.57550 -0.027 -0.030 -0.034
H -2.27618 -2.14807 -5.29539 0.002 -0.002 -0.022
H -0.62974 -1.09468 -3.82175 -0.073 -0.150 0.124
N 0.56902 -1.45824 -1.45435 0.206 0.070 0.044
C 1.18750 -2.29718 -0.41225 -0.053 -0.072 -0.115
C 1.88480 -3.43775 -0.78363 -0.027 0.062 0.114
C 2.56072 -4.15082 0.19464 -0.025 0.042 0.017
C 2.54348 -3.71902 1.51913 -0.023 0.011 -0.060
C 1.81553 -2.59874 1.87715 -0.062 -0.022 -0.011
C 1.12238 -1.87981 0.90073 0.114 0.032 0.042
P -0.09540 -0.61911 1.29890 0.052 -0.085 0.020
C -1.39030 -1.60974 2.07602 0.078 0.082 0.111
C -1.34741 -1.82144 3.45543 -0.055 0.032 -0.032
C -2.22442 -2.72220 4.04125 -0.012 0.009 0.011
C -3.12755 -3.42634 3.26072 0.009 -0.003 -0.029
C -3.14395 -3.24748 1.88233 0.006 0.030 0.025
C -2.27750 -2.34435 1.29140 0.038 -0.074 -0.100
C 0.59464 0.52657 2.50243 -0.009 -0.031 0.063
C 1.97430 0.75492 2.51557 -0.047 -0.012 -0.009
C 2.52159 1.63276 3.43609 -0.059 0.028 0.035
C 1.70257 2.28576 4.34964 0.038 -0.017 -0.030
C 0.33408 2.05303 4.35202 0.003 -0.024 -0.027
C -0.22202 1.17296 3.43775 0.068 0.043 -0.080
H 1.32098 -1.12298 -2.07153 -0.120 -0.094 0.007
H -0.00174 -2.07415 -2.03514 -0.021 0.156 0.048
H 1.92437 -3.75423 -1.81790 0.000 -0.016 -0.063
H 3.11127 -5.04016 -0.07760 0.013 -0.027 -0.003
H 3.08354 -4.27226 2.27311 0.031 -0.029 0.035
H 1.76945 -2.29269 2.91472 -0.003 0.014 0.013
H -0.64005 -1.29627 4.08114 0.027 0.017 0.005
H -2.19484 -2.87498 5.11100 -0.004 -0.006 0.022
H -3.80657 -4.12834 3.72317 -0.028 -0.027 0.007
H -3.82539 -3.82018 1.27008 -0.036 -0.034 -0.026
H -2.27428 -2.24806 0.21027 -0.005 0.016 0.052
H 2.62819 0.22430 1.83628 0.014 -0.013 -0.051
H 3.59026 1.79035 3.45638 0.058 0.001 0.008
H 2.13513 2.95736 5.07742 0.019 0.037 0.024
H -0.29774 2.54001 5.08110 -0.021 0.010 0.029
H -1.28234 0.96826 3.48199 0.008 -0.046 0.039
F 0.25254 0.83654 -2.85247 -0.112 -0.116 -0.130
Sb -0.52652 2.14689 -4.36106 -0.077 0.653 0.432
F 1.09992 1.80809 -5.18743 -0.216 0.125 0.011
F 0.29675 3.42934 -3.24410 -0.169 -0.283 0.049
F -1.44910 3.45140 -5.28538 0.229 -0.274 -0.184
F -1.94488 1.97404 -3.06191 0.248 -0.016 -0.051
F -1.24719 0.63788 -5.19842 0.065 0.250 -0.094
```
Forces are in eV/Å.

## Properties
2S+1: 2
Orbital gap (spin up / spin down) (eV): 5.5 / 6.0
HOMO (spin up / spin down) (eV): -16.63 / -16.63
ΔE to the lowest compared entry with this formula, charge and spin (kcal/mol): 14.8
Net charge: +3
DFT total energy (a.u.): -3744.7179

***

No. 2
Below is C37H29MgN2O4PS as an isolated structure in a non-equilibrium geometry, with properties calculated with ωB97M-V with the def2-TZVPD basis set.

Geometry as XYZ:
```
75
Properties=species:S:1:pos:R:3:forces:R:3
Mg 0.07561 0.00837 0.03673 -0.341 0.006 -0.490
C -3.94950 -0.96904 0.98441 -0.127 -0.030 -0.021
C -2.46262 -1.18455 0.90554 0.359 0.038 -0.204
O -1.84172 -0.47057 0.07337 -0.707 -0.197 0.365
C -1.82800 -2.15105 1.75011 0.083 0.108 -0.062
C -2.61550 -2.95659 2.61588 -0.050 0.080 -0.034
C -2.05210 -3.87365 3.44852 0.222 -0.107 0.080
C -0.63882 -4.01807 3.44834 -0.156 -0.020 0.035
C 0.15723 -3.26888 2.63265 0.061 0.005 -0.031
C -0.39664 -2.30072 1.73985 0.119 0.322 -0.315
O 0.38473 -1.60307 0.99087 -0.270 -0.946 0.767
H -4.20926 -0.11465 0.36592 -0.019 0.029 -0.018
H -4.26697 -0.79075 2.01306 -0.007 0.005 -0.050
H -4.48511 -1.84802 0.61887 0.007 0.023 0.032
H -3.69494 -2.84209 2.61221 0.126 -0.017 -0.004
H -2.66906 -4.48391 4.09815 0.088 0.047 -0.049
H -0.18225 -4.74417 4.11417 -0.031 0.053 -0.040
H 1.23842 -3.37398 2.63103 -0.150 0.005 0.006
O 4.02782 0.72822 -0.59215 -0.235 0.062 0.113
C 3.00660 0.94598 0.03861 -0.337 -0.121 0.037
O 1.83364 0.48989 -0.23277 1.421 0.535 -0.218
C 3.10555 1.87393 1.27381 -0.192 0.005 0.022
C 4.38015 2.38176 1.53333 -0.068 0.018 0.060
C 4.62123 3.22679 2.60120 0.023 0.010 0.010
C 3.58004 3.58680 3.44944 0.065 0.036 0.023
C 2.31162 3.09493 3.21216 -0.082 -0.104 -0.116
C 2.04669 2.24098 2.12900 0.202 -0.012 -0.136
P 0.32194 1.65482 1.94102 -0.098 0.485 0.706
C -0.03537 0.93322 3.60512 0.015 -0.072 0.035
C -1.34625 0.60573 3.96461 -0.002 0.041 -0.012
C -1.61905 -0.09292 5.13277 0.039 0.020 -0.042
C -0.58042 -0.50292 5.95919 -0.017 -0.006 -0.031
C 0.72683 -0.20437 5.60672 -0.001 0.030 -0.020
C 0.99744 0.50531 4.44158 -0.050 -0.065 -0.036
C -0.66239 3.21392 1.81518 -0.025 0.018 -0.164
C -0.09856 4.48289 1.66049 -0.045 -0.035 0.053
C -0.89685 5.59459 1.40598 0.007 -0.050 -0.006
C -2.27398 5.46260 1.29895 -0.015 -0.004 -0.011
C -2.84802 4.20256 1.41936 0.072 -0.037 0.027
C -2.04806 3.09148 1.65254 0.013 0.011 -0.089
H 5.17191 2.08032 0.86252 0.015 -0.001 -0.008
H 5.62230 3.60455 2.77921 -0.062 -0.030 -0.020
H 3.75822 4.24450 4.29366 -0.018 -0.052 -0.064
H 1.50179 3.36592 3.88221 0.031 -0.015 -0.037
H -2.17574 0.88687 3.32690 0.030 0.017 0.015
H -2.64601 -0.33046 5.38925 0.075 0.014 -0.031
H -0.78990 -1.06660 6.86162 0.013 0.059 -0.056
H 1.54803 -0.52716 6.23830 -0.061 0.024 -0.071
H 2.02661 0.70673 4.17902 0.007 0.002 0.003
H 0.97306 4.61170 1.72843 0.004 -0.004 0.010
H -0.43418 6.56987 1.28783 -0.032 -0.099 0.023
H -2.89708 6.32809 1.10072 0.052 -0.064 0.022
H -3.92102 4.08178 1.31508 0.072 -0.002 -0.013
H -2.51035 2.11036 1.65710 0.024 0.015 0.037
S -1.98017 4.86283 -4.24593 0.000 -0.012 -0.145
C -1.41477 3.55198 -3.17536 -0.069 -0.022 0.089
C -0.23426 3.67950 -2.45874 -0.052 0.073 0.034
C 0.15638 2.64614 -1.62578 -0.194 -0.405 0.040
N -0.55602 1.51461 -1.48076 -0.250 0.368 -0.377
C -1.69241 1.39846 -2.19258 0.307 -0.062 0.333
C -2.15223 2.38194 -3.04700 0.021 0.102 -0.065
C -2.79381 5.88408 -3.02954 0.056 -0.004 0.108
C -2.13389 6.97512 -2.48349 0.003 0.045 0.016
C -2.80481 7.75465 -1.54991 -0.262 -0.059 0.071
N -4.05359 7.50841 -1.14139 0.143 -0.219 -0.223
C -4.67530 6.45183 -1.67847 0.163 0.208 0.090
C -4.09442 5.61766 -2.62488 -0.016 0.005 0.047
H 0.36712 4.57701 -2.53318 -0.022 -0.070 -0.008
H 1.07395 2.71709 -1.05338 -0.043 -0.104 -0.007
H -2.26102 0.48674 -2.03922 0.125 0.101 -0.005
H -3.07692 2.24624 -3.59389 0.071 -0.001 0.019
H -1.11839 7.21212 -2.77982 -0.095 -0.005 0.025
H -2.31493 8.61806 -1.10666 -0.059 -0.080 -0.031
H -5.69072 6.26666 -1.33728 0.099 0.035 -0.024
H -4.64208 4.77776 -3.03680 0.032 0.076 0.033
```
Forces are in eV/Å.

## Properties
2S+1: 1
Orbital gap (eV): 7.7
HOMO (eV): -7.92
ΔE to the lowest compared entry with this formula, charge and spin (kcal/mol): 16.0
DFT total energy (a.u.): -2777.6444

***

No. 3
Below is C37H29MnN2P2S as an isolated structure in a non-equilibrium geometry, with properties calculated with ωB97M-V with the def2-TZVPD basis set.

Geometry as XYZ:
```
72
Properties=species:S:1:pos:R:3:forces:R:3
Mn 0.24303 -1.12249 -0.77943 0.926 -2.441 -0.915
S -0.13340 -5.62978 0.29996 0.169 0.442 0.085
C 0.41314 -4.95929 1.81121 0.071 0.302 -0.178
C 0.53104 -5.58308 3.04248 0.071 0.041 0.012
C 1.01485 -4.84092 4.10191 -0.069 -0.097 -0.058
C 1.37660 -3.50388 3.93631 0.001 0.036 0.064
C 1.25580 -2.87787 2.71567 -0.087 0.064 -0.219
C 0.76242 -3.60507 1.63343 -0.119 -0.693 0.725
N 0.56230 -3.14126 0.36357 -0.396 0.338 -0.742
C 0.11322 -4.07633 -0.44023 0.127 0.090 0.650
C -0.12337 -3.79714 -1.83879 -0.043 0.341 -1.220
C -0.76425 -4.72851 -2.65842 0.275 0.118 0.327
C -0.93356 -4.45565 -3.99974 -0.095 -0.006 -0.118
C -0.44832 -3.26734 -4.52864 0.192 -0.042 -0.081
C 0.17369 -2.33100 -3.71200 -0.015 -0.198 0.113
C 0.33870 -2.55151 -2.34619 -0.627 0.094 0.637
H 0.26044 -6.61910 3.15840 -0.032 -0.154 0.088
H 1.11462 -5.30502 5.06923 0.030 -0.048 0.127
H 1.75612 -2.95754 4.78489 0.066 0.093 0.087
H 1.54265 -1.84348 2.57302 0.052 -0.017 0.073
H -1.12055 -5.65178 -2.22446 -0.111 -0.188 -0.112
H -1.44283 -5.16479 -4.63384 -0.016 -0.072 -0.076
H -0.54191 -3.07274 -5.58692 -0.079 -0.002 -0.110
H 0.54754 -1.41690 -4.16085 -0.089 0.099 0.012
N 0.98960 1.68909 -0.31257 0.344 -0.157 -0.076
P 0.41299 1.18178 -1.84671 -0.623 1.101 0.347
C 0.73497 2.69174 -2.80651 0.211 -0.298 -0.252
C 1.84190 3.48682 -2.51666 -0.114 -0.135 0.098
C 2.12264 4.59254 -3.29900 0.012 0.070 -0.046
C 1.31856 4.89576 -4.38573 0.043 -0.017 -0.019
C 0.23622 4.08733 -4.69802 -0.049 0.014 -0.072
C -0.05418 2.98499 -3.91650 -0.014 -0.107 0.167
C -1.41649 1.26573 -1.58745 0.337 -0.220 -0.319
C -2.15610 0.08059 -1.58226 0.266 -0.143 -0.507
C -3.50939 0.10337 -1.27861 -0.065 -0.027 -0.032
C -4.12493 1.30637 -0.97686 -0.016 -0.229 -0.062
C -3.39621 2.48506 -0.98411 0.126 0.161 0.053
C -2.04542 2.46722 -1.27934 -0.068 -0.105 0.014
P 1.11026 0.42182 0.83421 -0.574 1.970 0.901
C -0.54657 0.52197 1.64561 0.281 -0.327 -0.033
C -1.49113 -0.47697 1.40952 0.372 -0.211 0.061
C -2.77578 -0.35975 1.91188 -0.126 -0.052 0.057
C -3.12613 0.75423 2.65660 0.012 -0.202 -0.059
C -2.19667 1.75522 2.88758 0.046 0.141 0.033
C -0.91630 1.64539 2.37996 0.007 -0.035 -0.012
C 2.15220 1.23445 2.07919 0.296 -0.418 -0.065
C 1.99848 0.94175 3.43159 -0.055 -0.093 -0.112
C 2.78542 1.58327 4.36834 0.022 0.016 0.077
C 3.72760 2.51591 3.96247 0.013 -0.014 0.001
C 3.90468 2.78609 2.61535 0.074 0.087 0.089
C 3.13002 2.13759 1.67173 -0.109 -0.119 -0.109
H 0.73487 2.62101 0.01986 0.042 -0.213 -0.032
H 2.48005 3.24150 -1.68005 0.055 -0.009 0.043
H 2.97778 5.20971 -3.06602 0.041 0.052 0.013
H 1.54603 5.75260 -4.99997 0.010 0.100 -0.062
H -0.38010 4.30919 -5.55654 -0.039 0.046 -0.047
H -0.89972 2.35255 -4.15242 -0.071 0.007 -0.073
H -1.69667 -0.87784 -1.90649 -0.347 0.499 0.038
H -4.08189 -0.81239 -1.29074 -0.043 -0.073 -0.004
H -5.17859 1.32650 -0.74644 -0.120 0.005 0.015
H -3.88407 3.42135 -0.76300 -0.063 0.109 0.045
H -1.47144 3.38323 -1.29143 -0.015 0.139 0.005
H -1.22770 -1.40020 0.85874 -0.197 0.327 0.458
H -3.49976 -1.13988 1.72902 -0.052 -0.062 -0.005
H -4.12116 0.83394 3.06517 -0.116 0.026 0.030
H -2.47207 2.62185 3.46842 -0.024 0.098 0.057
H -0.18758 2.42347 2.56439 -0.012 0.080 0.052
H 1.24685 0.23092 3.74799 -0.047 -0.017 0.073
H 2.65689 1.36233 5.41675 -0.009 -0.008 0.097
H 4.32723 3.02801 4.69801 0.081 0.051 0.080
H 4.64699 3.50492 2.30174 0.056 0.031 -0.033
H 3.27583 2.33033 0.61872 0.021 0.058 -0.046
```
Forces are in eV/Å.

## Properties
2S+1: 6
Orbital gap (spin up / spin down) (eV): 7.5 / 7.7
HOMO (spin up / spin down) (eV): -10.33 / -10.63
Net charge: +1
DFT total energy (a.u.): -3768.5849